C27H18F9NiP | wB97M-V/def2-TZVPD

```
56
Properties=species:S:1:pos:R:3:forces:R:3:lowdin_spin:R:1
Ni 0.292 0.217 1.175 -0.695 0.411 -0.294 1.391
C -0.110 2.437 2.030 -0.031 -0.047 -0.213 0.020
C -1.206 1.653 2.414 -0.285 0.026 -0.450 0.040
C -1.941 0.942 1.442 0.163 0.293 0.094 0.012
C -1.598 1.041 0.079 -0.062 0.211 0.269 0.028
C -0.502 1.830 -0.305 -0.066 0.192 0.206 0.011
C 0.241 2.523 0.672 -0.330 -0.025 0.035 0.031
H 0.418 3.033 2.763 0.078 -0.107 0.021 0.000
H -1.543 1.671 3.439 0.099 -0.224 0.109 0.001
H -2.828 0.397 1.737 0.106 -0.117 -0.015 0.000
H -2.229 0.581 -0.669 0.126 -0.170 -0.014 0.000
H -0.288 1.997 -1.352 0.121 -0.221 -0.002 0.001
H 1.033 3.193 0.367 0.139 -0.126 -0.007 0.002
F 0.994 -8.691 1.615 -0.235 -0.086 -0.107 0.000
C 1.992 -7.883 1.950 0.028 0.284 -0.040 0.000
F 2.179 -7.978 3.270 0.001 0.049 0.183 0.000
F 3.103 -8.318 1.354 0.158 0.011 -0.137 0.000
C 1.707 -6.434 1.572 -0.166 -0.297 -0.020 -0.001
C 0.456 -6.052 1.109 0.222 -0.003 0.074 0.000
C 0.212 -4.713 0.834 -0.141 0.039 -0.082 0.003
C 1.219 -3.778 1.024 -0.116 0.241 -0.207 0.048
C 2.487 -4.170 1.466 -0.116 -0.079 0.112 0.010
C 2.726 -5.503 1.737 0.019 0.141 0.006 0.004
P 1.008 -1.989 0.732 0.494 -0.264 0.382 0.199
C 1.120 -1.258 2.445 0.181 -0.134 -0.176 0.006
C 2.232 -0.602 3.011 -0.027 -0.084 0.361 0.026
C 2.178 -0.178 4.327 -0.007 0.011 -0.072 -0.006
C 1.037 -0.408 5.092 -0.008 -0.065 -0.042 0.035
C -0.063 -1.072 4.562 0.062 0.124 0.008 -0.005
C -0.034 -1.472 3.239 0.197 -0.109 -0.009 0.041
C 1.032 0.062 6.535 0.089 0.042 0.175 0.003
F 1.900 -0.645 7.257 0.027 -0.103 -0.045 0.002
F -0.173 -0.051 7.084 -0.184 -0.099 0.002 0.000
F 1.394 1.347 6.604 0.059 0.157 -0.142 0.002
C 2.444 -1.427 -0.210 -0.198 0.046 0.068 0.016
C 2.777 -0.069 -0.128 -0.275 -0.327 0.202 0.033
C 3.850 0.431 -0.831 0.067 0.025 -0.189 0.001
C 4.555 -0.424 -1.679 -0.023 0.064 -0.048 0.020
C 4.191 -1.757 -1.825 0.042 0.313 -0.053 -0.003
C 3.129 -2.262 -1.095 -0.167 0.109 0.280 0.015
C 5.744 0.138 -2.443 0.048 -0.071 0.187 0.002
F 5.966 -0.527 -3.570 -0.044 -0.190 -0.121 0.001
F 6.844 0.059 -1.686 0.057 -0.040 0.072 0.002
F 5.554 1.422 -2.749 -0.118 0.202 -0.003 0.000
H -0.321 -6.788 0.955 0.001 -0.018 0.047 0.000
H -0.762 -4.419 0.471 -0.071 0.064 -0.047 0.002
H 3.274 -3.446 1.615 0.096 0.058 -0.011 0.000
H 3.704 -5.815 2.076 -0.005 -0.045 0.036 0.001
H 3.150 -0.462 2.457 -0.010 0.014 -0.153 0.001
H 3.027 0.325 4.768 0.053 0.013 0.037 -0.001
H -0.931 -1.259 5.179 -0.019 -0.023 -0.010 -0.001
H -0.883 -2.002 2.821 -0.031 0.011 -0.035 0.002
H 2.183 0.607 0.521 0.597 -0.050 -0.211 0.007
H 4.144 1.466 -0.747 -0.004 0.086 -0.028 0.000
H 4.722 -2.390 -2.520 0.058 -0.025 -0.031 0.000
H 2.828 -3.292 -1.218 0.048 -0.087 0.045 0.001
```
Positions in Å, forces in eV/Å.

Properties
Total charge ... +2
E_tot ... -103065.135 eV
Molecular weight ... 603.09 g/mol
Spin multiplicity ... 3
HOMO-LUMO gap (alpha / beta) ... 0.3116 / 0.2318 Eh
HOMO energy (alpha / beta) ... -15.46 / -15.58 eV